(1)
C5H11N3 | ωB97M-V/def2-TZVPD

Values from the calculation:
2S+1 = 1
frontier orbital gap = 9.50 eV
relative energy (zero: lowest compared OMol25 entry of this formula, charge and spin) = 167.6 kJ/mol

Cartesian coordinates (Å):
C 1.2941 0.6948 -1.3836
N 0.9509 -1.1819 1.6859
C 1.3586 -0.7116 0.5655
N 0.7384 0.2614 -0.1218
H 1.5282 -1.9395 2.0384
H -0.8071 -0.4233 1.9286
H 2.2611 -1.0841 0.0498
H 1.8507 1.6324 -1.2599
H 0.5028 0.8776 -2.1114
H 1.9641 -0.0600 -1.7989
C -0.7230 0.7775 0.1661
C -1.5765 -0.8595 -1.3125
C -1.1268 0.6062 1.6048
N -1.7155 0.2154 -0.6843
H -0.6550 1.8422 -0.0961
H -0.6735 -1.4717 -1.3124
H -2.4014 -1.2026 -1.9267
H -0.5729 1.2872 2.2501
H -2.1971 0.7395 1.7185

Atomic partial charges in e from the Mulliken method, atoms 1 to 4:
1. C -1.114
2. N -0.583
3. C 0.078
4. N -0.013

---

(2)
C36H36ClO12 | ωB97M-V/def2-TZVPD

Values from the calculation:
2S+1 = 1
frontier orbital gap = 7.92 eV
relative energy (zero: lowest compared OMol25 entry of this formula, charge and spin) = 156.1 kJ/mol
total charge = -1

Cartesian coordinates (Å):
Cl 0.2851 0.2856 1.4336
C -0.8419 1.7816 -3.7814
C -0.2409 1.6536 -2.4344
C 0.6731 2.5746 -1.9434
C 0.9211 3.7006 -2.6974
C 0.4641 3.8526 -3.9364
C -0.3429 2.8676 -4.4674
O -0.8639 3.1176 -5.8184
O 1.2491 2.2396 -0.8664
H -1.7209 1.1876 -4.1554
H -0.4559 0.6976 -1.9244
H 1.6091 4.4756 -2.3964
H 0.6341 4.6206 -4.6824
H -1.0639 4.1526 -5.8984
H 0.8251 1.5866 -0.5594
C -5.0159 0.6226 -2.4444
C -4.5009 0.9526 -0.9314
C -3.4759 0.1836 -0.3964
C -2.8319 -0.7274 -1.1504
C -3.1519 -0.9074 -2.5184
C -4.2179 -0.3454 -3.2104
O -4.4739 -0.6554 -4.5024
O -3.0329 0.3136 0.9056
H -5.9659 1.1336 -2.8964
H -4.7769 1.9156 -0.3104
H -1.8379 -1.0644 -0.8234
H -2.5869 -1.6354 -3.0684
H -4.0329 -1.4494 -4.7694
H -2.2269 -0.0354 1.2366
C -0.5429 -2.6414 4.6626
C -1.1719 -3.8224 5.5596
C -1.2149 -3.7104 6.9866
C -0.8189 -2.3504 7.4766
C -0.1399 -1.3614 6.6296
C -0.0719 -1.4924 5.2266
O 0.4261 -0.5254 4.4506
O -1.7779 -4.7404 7.5946
H -0.7159 -2.7284 3.5206
H -1.4139 -4.8044 5.1516
H -0.8789 -2.0984 8.5706
H 0.3251 -0.4964 7.1166
H 0.5951 -0.6254 3.5516
H -2.0979 -4.5294 8.5826
C 6.3991 -2.5624 1.0786
C 4.9631 -2.6344 1.6816
C 4.0261 -1.6554 1.2826
C 4.4801 -0.6764 0.3886
C 5.7771 -0.6654 -0.0604
C 6.6831 -1.6404 0.1016
O 7.8411 -1.4754 -0.6124
O 2.7281 -1.8694 1.6776
H 6.9101 -3.3084 1.2046
H 4.6381 -3.4974 2.4666
H 3.6931 0.0536 0.1456
H 5.9551 0.0596 -0.9794
H 8.5161 -2.1854 -0.5194
H 2.1141 -1.2394 1.6056
C 1.5071 -4.4374 -1.4204
C 2.2601 -4.5434 -2.7244
C 2.5351 -3.3824 -3.3464
C 2.0921 -2.0944 -2.7894
C 1.4201 -2.0224 -1.5324
C 1.0011 -3.2094 -0.9204
O 0.3371 -3.0424 0.2326
O 3.0831 -3.4464 -4.5944
H 1.3301 -5.3794 -0.8654
H 2.3291 -5.3294 -3.2984
H 2.2921 -1.1474 -3.2484
H 1.0371 -1.0454 -1.2744
H 0.2971 -2.1764 0.5036
H 3.2751 -2.4844 -4.9274
C -2.4369 3.3886 -0.1294
C -3.3999 4.1526 -0.9344
C -3.7999 5.4736 -0.3854
C -3.1739 5.9866 0.8016
C -2.1649 5.1646 1.4886
C -1.8639 3.8656 1.0236
O -1.0249 3.1916 1.8516
O -4.6979 6.3286 -1.1294
H -2.1659 2.5766 -0.4554
H -3.9589 3.6556 -1.9004
H -3.1119 6.8726 1.1526
H -1.5359 5.5606 2.4296
H -0.6909 2.3966 1.4786
H -4.9979 7.2506 -0.6214

Atomic partial charges in e from the Mulliken method, atoms 1 to 4:
1. Cl -0.806
2. C -1.001
3. C 1.105
4. C 0.343

---

(3)
C26H29FeN2O5PSi | ωB97M-V/def2-TZVPD

Values from the calculation:
2S+1 = 2
⟨S²⟩ = 0.775
frontier orbital gap (alpha / beta) = 7.44 / 7.81 eV
relative energy (zero: lowest compared OMol25 entry of this formula, charge and spin) = 32.6 kJ/mol
total charge = -1

Cartesian coordinates (Å):
Fe 0.2921 -0.5637 1.3421
N 0.6851 0.7270 2.8538
C 0.8028 -0.0014 4.1337
C 1.2669 -1.4334 3.8397
O 1.8041 -2.1125 4.7155
N 0.9573 -1.8011 2.5949
C 1.1990 -3.1278 2.0887
C 1.0983 -3.0942 0.5577
O 1.4579 -4.0550 -0.1052
O 0.6139 -1.9917 0.0612
H 1.6136 0.9737 2.5182
H 0.1720 1.5990 2.9188
H -0.1854 -0.0781 4.5815
H 1.4890 0.4821 4.8290
H 0.4234 -3.8267 2.4295
H 2.1593 -3.5459 2.3946
O -1.9414 -0.5402 3.1581
C -1.5616 -0.8142 2.0400
C -2.5482 -1.3868 1.0493
C -3.5632 -2.2712 1.3960
C -4.4190 -2.7410 0.4143
C -4.2888 -2.3069 -0.9040
C -3.2977 -1.3993 -1.2433
C -2.4260 -0.9421 -0.2605
P -1.0289 0.1986 -0.3837
C -1.7299 1.8782 -0.3207
C -0.9609 2.8729 0.2809
C -1.4457 4.1720 0.3610
C -2.6991 4.4806 -0.1483
C -3.4677 3.4909 -0.7481
C -2.9836 2.1946 -0.8378
C -0.4337 0.0803 -2.1011
C -0.1491 1.2308 -2.8332
C 0.3491 1.1392 -4.1254
C 0.5658 -0.1051 -4.6988
C 0.2919 -1.2551 -3.9710
C -0.1983 -1.1679 -2.6778
H -3.6548 -2.5884 2.4275
H -5.1943 -3.4544 0.6664
H -4.9606 -2.6855 -1.6642
H -3.1857 -1.0657 -2.2686
H 0.0308 2.6046 0.6351
H -0.8425 4.9447 0.8218
H -3.0788 5.4926 -0.0785
H -4.4463 3.7305 -1.1455
H -3.5864 1.4229 -1.3019
H -0.3031 2.2064 -2.3906
H 0.5734 2.0421 -4.6798
H 0.9591 -0.1793 -5.7052
H 0.4820 -2.2302 -4.4014
H -0.3590 -2.0651 -2.0955
C 3.8365 2.1987 -0.5799
Si 3.0074 0.5578 -0.1411
C 3.1406 -0.5536 -1.6472
C 4.0153 -0.2315 1.2510
O 1.5014 0.8276 0.3493
H 4.8810 2.0730 -0.8786
H 3.8075 2.8821 0.2740
H 3.3042 2.6765 -1.4079
H 4.1779 -0.8398 -1.8453
H 2.7488 -0.0595 -2.5420
H 2.5541 -1.4611 -1.4844
H 5.0039 -0.5476 0.9047
H 3.5018 -1.1154 1.6413
H 4.1725 0.4591 2.0870

Atomic partial charges in e from the Mulliken method, atoms 1 to 4:
1. Fe -0.139
2. N -0.107
3. C -0.642
4. C 0.512